Model a:
Entry from the OMol25 dataset: a cluster of 2 separate species, C7H6FNO3 in total (ωB97M-V/def2-TZVPD).

- LUMO energy (spin up / spin down): 0.2728 / -1.9442 eV
- HOMO-LUMO gap (spin up / spin down): 0.354 / 0.188 hartree
- E_HOMO (spin up / spin down): -9.4 / -7.1 eV

Each line ends with the Mulliken charge.
Geometry (Å):
C -1.0212 1.4692 0.8588  -0.83
C -1.0964 0.0244 0.8244  -0.48
C -0.0588 2.0639 0.0508  -0.19
C -0.3704 -0.6764 -0.1035  -0.35
C 0.8322 1.3487 -0.7642  -0.52
C 0.5831 0.0110 -0.8968  0.62
C 0.7170 -1.7584 -2.4193  -0.04
N 2.0481 -3.0070 1.0128  0.58
O 1.2910 -2.7762 1.8898  -0.37
O 1.9858 -2.7667 -0.2362  -0.34
O 1.2535 -0.6715 -1.8870  -0.36
F 1.3591 -2.4898 -3.3422  -0.22
H -1.7692 2.0447 1.3040  0.42
H -1.7564 -0.5889 1.3930  0.40
H 0.1919 3.0998 -0.0420  0.36
H -0.3944 -1.7340 -0.1859  0.49
H 1.6794 1.7020 -1.3194  0.42
H -0.3948 -1.8765 -2.3618  0.41



Model b:
Entry from the OMol25 dataset: a cluster of 2 separate species, C7H6FNO3 in total (ωB97M-V/def2-TZVPD).

- LUMO energy (spin up / spin down): -1.1755 / -1.3884 eV
- HOMO-LUMO gap (spin up / spin down): 0.285 / 0.311 hartree
- E_HOMO (spin up / spin down): -8.9 / -9.9 eV

Each line ends with the Mulliken charge.
Geometry (Å):
C 1.8664 -0.2896 0.3394  -0.51
C 1.3275 0.7261 -0.4308  -0.52
C 1.0405 -1.2810 0.8486  -0.41
C -0.0293 0.7648 -0.7110  -0.35
C -0.3132 -1.2598 0.5812  -0.40
C -0.8436 -0.2395 -0.2051  0.49
C -2.9229 0.3480 -1.2528  0.06
N -4.3138 -0.0251 -1.3574  1.07
O -4.7665 -0.6583 -0.4288  -0.55
O -4.9083 0.3358 -2.3486  -0.55
O -2.2134 -0.3261 -0.3970  -0.15
F -2.3789 0.7933 -2.3811  -0.22
H 2.9261 -0.3126 0.5468  0.38
H 1.9651 1.5042 -0.8223  0.37
H 1.4499 -2.0747 1.4554  0.37
H -0.4313 1.5722 -1.3017  0.42
H -0.9826 -2.0166 0.9574  0.43
H -3.5697 2.2633 -0.3627  0.09



Tell me which of them is the most stable. Sure, it is model a.



Model a:
Entry from the OMol25 dataset: a cluster of 3 separate species, CH8N2O2 in total (ωB97M-V/def2-TZVPD).

- LUMO energy: 0.4540 eV
- Structure (SMILES): [H]/N=C/N.O.O
- HOMO-LUMO gap: 0.364 hartree
- E_HOMO: -9.4 eV

Each line ends with the Mulliken charge.
Geometry (Å):
H 2.6203 2.1111 -1.4523  0.29
N 2.3494 1.1462 -1.6399  -0.60
C 1.1331 1.0280 -1.1498  0.09
N 0.4571 -0.1476 -0.9741  -0.45
H 0.4906 1.9741 -1.0701  0.23
H 0.3160 -0.6802 -1.8525  0.21
H 0.3040 -0.8059 -0.2064  0.25
O -0.4513 -2.3141 1.5522  -0.63
H -0.7378 -2.3630 2.4577  0.32
H -1.1731 -2.5654 1.0048  0.31
O -1.4892 1.0108 1.4595  -0.61
H -1.5515 0.2051 0.8761  0.27
H -2.2676 1.4008 0.9949  0.33



Model b:
Entry from the OMol25 dataset: a cluster of 3 separate species, CH8N2O2 in total (ωB97M-V/def2-TZVPD).

- LUMO energy: 0.6180 eV
- Structure (SMILES): [H]/N=C/N.O.O
- HOMO-LUMO gap: 0.359 hartree
- E_HOMO: -9.2 eV

Each line ends with the Mulliken charge.
Geometry (Å):
H 0.7044 -2.2409 -0.0416  0.23
N -0.0754 -1.9017 0.5168  -0.67
C 0.1975 -0.9670 1.3514  0.09
N -0.8981 -0.3720 1.9082  -0.43
H 1.1912 -0.6929 1.7267  0.38
H -1.8201 -0.3706 1.5272  0.22
H -0.8094 0.0627 2.8272  0.19
O 1.9663 1.0089 -1.4580  -0.64
H 1.3715 0.3833 -0.9991  0.32
H 1.2891 1.1003 -2.1632  0.30
O -1.1892 1.0828 -1.5400  -0.65
H -0.7287 1.8385 -1.1591  0.35
H -1.1990 1.0687 -2.4965  0.29



Tell me which of them is the most stable. Sure, it is model b.



Model a:
Entry from the OMol25 dataset: a cluster of 2 separate species, C2H3IN2 in total (ωB97M-V/def2-TZVPD).

- LUMO energy (spin up / spin down): -1.5164 / -1.5166 eV
- HOMO-LUMO gap (spin up / spin down): 0.281 / 0.281 hartree
- E_HOMO (spin up / spin down): -9.2 / -9.1 eV

Each line ends with the Mulliken charge.
Geometry (Å):
C 0.7883 -0.5495 1.3955  0.43
C -0.6108 -0.1565 -1.1035  -0.63
N 1.3850 -1.4128 1.8452  -0.45
N -0.0504 0.3553 1.0224  -0.58
I -0.0090 1.5007 -2.1885  0.20
H 0.1180 -0.8385 -1.1362  0.36
H -1.6156 -0.3031 -0.8107  0.38
H -0.0055 1.4044 0.9758  0.28



Model b:
Entry from the OMol25 dataset: an isolated molecule of C2H3IN2 (ωB97M-V/def2-TZVPD).

- LUMO energy: -0.3169 eV
- HOMO-LUMO gap: 0.291 hartree
- E_HOMO: -8.2 eV

Each line ends with the Mulliken charge.
Geometry (Å):
C -0.5647 0.1148 0.0085  0.17
C 0.7688 -0.5808 -0.1859  -0.86
N -0.5503 1.2738 0.4343  0.57
N -0.4967 2.2887 0.8686  -0.74
I -2.3311 -0.9892 -0.4578  0.05
H 0.9482 -0.8598 -1.2552  0.27
H 0.7806 -1.4805 0.4795  0.27
H 1.4453 0.2331 0.1080  0.27



Model c:
Entry from the OMol25 dataset: a cluster of 2 separate species, C2H3IN2 in total (ωB97M-V/def2-TZVPD).

- LUMO energy (spin up / spin down): -0.7530 / -2.0856 eV
- HOMO-LUMO gap (spin up / spin down): 0.311 / 0.212 hartree
- E_HOMO (spin up / spin down): -9.2 / -7.9 eV

Each line ends with the Mulliken charge.
Geometry (Å):
C -0.8715 -0.3945 0.1772  -0.21
C 0.3418 -0.3339 -0.5104  0.34
N -1.4697 0.6333 0.7341  -0.50
N 1.4026 -0.2395 -1.0616  -0.35
I -4.3947 1.3486 0.6715  -0.10
H -1.3298 -1.2966 0.6769  0.30
H -1.3595 1.6014 0.6148  0.23
H 2.2827 0.1384 -0.7701  0.29



Tell me which of them is the most stable. Sure, it is model b.